(1)
Below is C40H42FGeN4O6Pt as an isolated structure in a non-equilibrium geometry, with properties calculated with wB97M-V/def2-TZVPD.

The geometry in XYZ format:
```
95
Properties=species:S:1:pos:R:3:mulliken_charge:R:1
C -2.826 -3.465 -0.644 -0.690
H -5.414 -2.696 1.404 0.442
H -2.598 -3.625 -1.690 0.417
H 3.116 -2.156 -2.749 0.445
H -2.318 -5.955 1.729 0.481
C -3.413 -3.105 2.061 -0.451
C -4.117 -3.137 -0.246 -0.522
C -0.841 5.970 -2.990 -0.692
C -4.409 -2.956 1.096 -0.846
H -3.342 6.790 -1.111 0.216
O -4.197 0.874 -1.621 -0.556
N -2.715 4.497 -2.481 0.240
N 1.257 9.290 -5.358 -0.118
C -2.209 -2.904 6.925 -0.661
C 0.913 -1.552 1.550 0.814
C 0.920 3.963 -2.277 -0.797
C 0.281 8.721 -3.161 -0.793
H -1.645 -4.555 5.687 0.348
H 0.554 -7.934 5.260 0.438
Pt -0.667 -0.536 -0.442 2.976
H -0.834 -3.941 0.003 0.472
H 1.086 8.458 -5.922 0.381
H 1.677 -3.334 -4.263 0.207
C -3.670 5.517 -2.908 -0.345
C -1.677 -6.386 2.483 -0.297
O 1.242 -1.046 0.439 -0.848
C -0.836 -5.632 3.270 0.522
C -3.883 6.731 -2.049 -0.402
H 1.367 10.071 -6.004 0.359
H -3.648 -2.964 3.110 0.469
H -5.128 5.072 -1.284 0.361
F 2.698 5.366 -2.719 -0.334
H 0.004 10.589 -4.235 0.389
H 2.061 -1.557 3.288 0.383
H 1.587 -4.391 2.309 0.441
O -0.053 -1.952 -2.039 -0.936
O -2.516 0.353 -0.233 -0.629
H -0.822 9.218 -4.987 0.429
H -0.677 8.524 -2.692 0.530
C 0.525 6.243 -3.060 -0.834
C -0.902 -8.314 3.716 -0.656
O -0.136 1.535 -1.376 -1.300
C -0.009 -6.138 4.251 -0.456
O -0.291 -1.553 1.943 -1.057
H 1.648 -3.771 3.957 0.399
H -4.896 -3.015 -0.987 0.449
H 0.013 -3.568 -3.869 0.254
H 2.324 -0.652 -3.233 0.332
H -2.126 0.359 6.012 0.429
C -0.932 2.422 -1.694 1.895
C -3.184 3.325 -2.075 -0.580
C -1.706 -7.759 2.730 -0.672
C -2.350 -1.527 7.016 -0.597
C -1.731 -3.478 5.751 -0.382
C -3.099 1.056 -1.137 0.225
H 1.627 3.194 -1.989 0.571
H 3.366 9.063 -5.238 0.403
C -2.133 -3.436 1.661 0.230
C 1.902 -2.232 2.446 -0.730
C 2.278 -1.493 -2.536 -1.095
H -4.256 3.179 -2.093 0.881
H 0.642 -5.517 4.856 0.384
H -0.925 -9.381 3.891 0.429
N 0.888 -3.106 -3.684 -0.353
C -1.824 -3.624 0.311 -0.179
H 3.061 7.772 -2.955 0.397
H -4.030 7.682 -2.544 0.313
C -1.329 4.738 -2.546 -0.257
H -1.552 6.724 -3.294 0.859
C -2.017 -0.716 5.939 -0.724
H 2.754 6.928 -4.468 0.533
H -3.684 5.632 -3.984 0.446
H -2.467 -3.539 7.764 0.433
C -0.442 3.714 -2.181 0.518
C 1.382 5.180 -2.696 0.401
Ge -0.695 -3.467 3.034 1.692
C 1.315 -3.550 2.946 -0.916
C 0.966 -2.191 -2.721 0.789
C 2.403 7.731 -3.824 -0.715
C -1.540 -1.280 4.762 -0.014
H 2.852 -2.369 1.933 0.398
C 2.513 9.069 -4.566 -0.817
C -0.066 -7.511 4.481 -0.740
H 2.353 -1.107 -1.525 0.171
H 2.620 9.913 -3.889 0.367
C 0.072 9.525 -4.450 -0.733
H -2.371 -8.378 2.142 0.432
H 0.861 9.308 -2.445 0.323
H -2.736 -1.085 7.926 0.400
C -2.374 2.284 -1.631 -0.354
H -1.294 -0.647 3.919 0.280
C -4.951 5.688 -2.157 -0.956
C -1.390 -2.664 4.669 0.179
H -5.840 5.902 -2.734 0.273
N 0.995 7.486 -3.468 0.185
```

* spin multiplicity: 5
* HOMO-LUMO gap (spin up / spin down): 7.86 / 3.96 eV
* charge: +3
* electronic energy: -4514.98096 Ha

(2)
Below is C17H29BrNO2P2Pd as an isolated structure in a non-equilibrium geometry, with properties calculated with wB97M-V/def2-TZVPD.

The geometry in XYZ format:
```
53
Properties=species:S:1:pos:R:3:mulliken_charge:R:1
C 1.855 -1.836 -3.367 -0.926
H 2.913 -1.981 -3.520 0.472
H -2.547 -0.016 -3.488 0.578
C -1.181 0.380 4.439 -0.604
H -2.943 2.486 -2.477 0.436
C -0.718 -1.021 -2.873 0.540
H -4.047 -0.608 -0.022 0.363
H 0.499 -3.773 0.465 0.374
Br -2.062 -2.512 0.312 -0.404
H -1.262 -0.270 5.317 0.393
C 1.181 -3.364 1.225 -1.405
H 0.042 1.088 -0.221 0.802
C -0.872 0.652 2.073 0.683
C -1.260 2.577 3.444 -0.699
C -0.378 -1.459 -4.155 -0.791
N 0.158 -1.062 -1.851 0.501
H 3.090 -2.449 -1.021 0.572
H -1.362 3.654 3.556 0.406
H -2.160 2.970 -0.925 0.339
C -0.979 2.028 2.180 0.073
H -3.898 1.103 0.532 0.329
C -3.901 0.437 -0.353 -1.198
H 0.738 -3.498 2.225 0.337
H -4.690 0.750 -1.064 0.408
H 4.756 0.839 -1.016 0.315
C 2.237 -1.831 -0.858 -1.335
C -2.127 2.261 -1.771 -1.353
H 2.132 -1.144 3.016 0.357
H 1.241 -2.106 -5.432 0.422
C -1.368 1.762 4.569 -0.441
C 0.938 -1.825 -4.420 -0.455
H 4.186 1.975 -2.042 0.302
H 2.457 2.955 0.585 0.291
H 2.740 0.091 1.882 0.286
O 2.757 2.974 1.517 -0.591
C -0.922 -0.179 3.171 -0.322
Pd -0.514 -0.388 0.209 -0.926
C 2.596 -0.988 2.025 -1.160
H -1.581 2.192 5.560 0.387
P 1.461 -1.612 0.736 1.229
O 5.021 1.570 -1.648 -0.611
H -0.783 -1.259 3.058 0.349
H 3.547 -1.551 2.026 0.419
P -2.266 0.540 -1.161 0.816
C 1.429 -1.579 -2.003 0.600
H -0.811 2.651 1.314 0.442
H -0.487 1.538 -0.507 -0.660
H 2.203 3.703 1.825 0.303
H -1.136 -1.458 -4.929 0.503
H -2.782 -1.405 -2.383 0.523
H -1.164 2.393 -2.288 0.451
C -2.148 -0.542 -2.618 -1.162
H 2.171 -3.850 1.151 0.443
```

* spin multiplicity: 5
* HOMO-LUMO gap (spin up / spin down): 6.89 / 5.30 eV
* charge: +1
* electronic energy: -4254.60864 Ha

(3)
Below is C3H4N2O4 as an isolated structure in a non-equilibrium geometry, with properties calculated with wB97M-V/def2-TZVPD.

The geometry in XYZ format:
```
13
Properties=species:S:1:pos:R:3:mulliken_charge:R:1
N -2.055 -0.175 0.554 0.870
H 2.494 0.159 0.318 0.289
H 0.400 -1.749 0.505 0.276
H 2.084 -0.757 -0.997 0.238
H 0.676 -0.235 1.759 0.272
C 1.612 -0.039 -0.294 -0.328
C -0.819 -0.197 0.027 -0.010
O 1.170 0.982 -1.136 -0.249
O -2.160 -1.090 1.378 -0.558
O -0.762 1.915 -1.854 -0.496
N -0.150 1.241 -1.069 0.407
C 0.458 -0.628 0.593 -0.156
O -2.947 0.574 0.215 -0.554
```

* spin multiplicity: 3
* HOMO-LUMO gap (spin up / spin down): 7.73 / 7.89 eV
* electronic energy: -526.79555 Ha

Question: Look up the electronic energy of the second one.
Answer: -4254.60864 Ha